Here is a molecular structure, C14H26CrN6O6 in a non-equilibrium geometry from the Open Molecules 2025 dataset. Energies are from ωB97M-V with the def2-TZVPD basis set.

Geometry as XYZ:
```
53
Properties=species:S:1:pos:R:3:mulliken_charge:R:1
H -3.7660 -4.6379 -1.3801 0.42
N 1.2025 -1.1987 0.2750 1.20
O 1.5625 -1.3432 1.5714 -0.73
H 1.0396 1.7185 -2.0595 0.35
H -2.7062 -4.4507 0.9234 0.37
H -2.2758 -0.6707 -2.1318 0.32
O 0.1119 -0.6052 -3.3063 -0.93
H -1.4838 -3.1603 2.4220 0.22
H -2.6692 4.1151 0.2848 0.19
H -0.1065 0.8517 -2.7296 0.30
H -2.6809 2.6886 3.2614 0.43
C 1.4040 -1.9018 -1.9184 0.17
H -1.0087 2.3131 3.7387 0.27
H 2.1489 -4.1673 -0.5936 0.41
N -0.6348 0.6300 1.5919 1.34
N -1.3147 -2.4263 1.7459 -0.28
O -0.1803 0.0283 2.6918 -1.00
N -1.6544 -1.5068 -0.3609 0.53
C -3.0594 -2.6709 -1.9362 -1.10
N 0.5201 -0.8998 -2.1125 1.03
N -1.9000 1.3673 -0.4837 1.24
H 2.3846 -3.4306 0.9717 0.44
C -1.5689 1.5799 1.8130 0.14
H 0.8604 -0.7277 2.1249 0.36
H 1.6635 2.7385 1.3630 0.24
C -1.8999 1.9182 3.2236 -1.48
C -2.6260 -3.6778 0.1666 -1.01
Cr -0.1588 0.1691 -0.3604 -0.26
O 0.5025 3.5139 -0.5014 -0.49
C -2.2163 2.0539 0.6489 -0.09
H 3.0193 -2.8995 -2.8122 0.43
H 1.9566 -2.0681 -3.9684 0.41
H 3.5266 -3.1631 -0.3257 0.38
C -1.8689 -2.5263 0.5222 0.63
C -3.1953 3.1880 0.6140 -1.48
C -2.3329 -1.5685 -1.5211 -0.14
H -3.9964 2.9482 -0.1153 0.31
H 2.2684 1.2624 0.5881 0.24
C -3.2033 -3.7600 -1.0831 -0.31
H 2.2425 2.8277 -0.4796 0.55
C 1.9913 -2.6481 -3.0485 -1.75
O 0.0806 1.5317 -1.9978 -0.61
H 0.1639 3.0699 -1.3187 0.36
H -3.4809 -2.6312 -2.9229 0.44
H -2.2507 1.0367 3.7938 0.27
H 1.4476 -3.5785 -3.1877 0.30
H -0.9348 -1.5392 2.1094 0.21
H 0.3082 4.4791 -0.4465 0.18
C 1.7092 -2.1272 -0.5578 0.41
C 2.4808 -3.2761 -0.0850 -1.94
C 1.8055 2.2893 0.3618 -1.11
H -3.6150 3.3654 1.6228 0.43
O -2.6119 1.5519 -1.5122 -0.84
```

The lowest unoccupied orbital energy (alpha / beta) is -0.32 / -0.51 eV. The multiplicity is 5. For the energy above the lowest of the compared OMol25 structures with the same formula, charge and spin, the calculation gives 48.2 kcal per mole. The value obtained for the total energy is -64578.590 eV. For the HOMO energy (alpha / beta), the calculation gives -6.91 / -6.95 eV. The expectation value of S² is 6.2598. As for the molecular weight: 426.39 g/mol. The HOMO-LUMO gap (alpha / beta) is 6.6 / 6.4 eV.



Here is 2 unconnected molecules or ions with the total composition C14H26F3NO7S in a non-equilibrium geometry from the Open Molecules 2025 dataset. Energies are from ωB97M-V with the def2-TZVPD basis set.

Geometry as XYZ:
```
52
Properties=species:S:1:pos:R:3:mulliken_charge:R:1
N -2.4022 -1.7498 1.6937 -0.19
O -1.6254 -0.7070 -2.1808 -0.68
H -1.8451 1.9459 -1.6224 0.31
H 1.2437 -2.5240 -1.3552 0.40
C -0.0644 -0.3293 2.4224 -0.53
C -3.6481 -1.0188 2.0748 -0.46
C -0.5807 -2.3452 0.0354 -0.22
H 4.0225 2.1804 -1.8765 0.04
H 1.6697 -1.8811 0.3669 0.15
O -3.8368 -1.1185 -1.1357 -0.70
H -1.1385 -2.9033 -0.8602 0.78
C -0.6708 -4.7103 0.4502 -0.59
C 2.1534 2.3927 0.6925 0.91
O 3.7240 0.7821 -3.3769 -0.32
F 3.2907 1.5395 0.2712 -0.28
H 0.0001 -1.4497 2.7469 0.29
C -2.5903 1.4738 -0.8193 -0.82
H -1.8264 -4.7822 0.2472 0.25
H -0.1477 -4.9092 -0.6030 0.26
O -0.6127 -0.0810 1.0859 0.06
H -0.3406 -5.6179 1.1326 0.24
F 1.1397 2.6194 -0.3997 -0.25
C 4.1010 2.0818 -2.9626 -0.07
H -3.6735 1.8387 -1.1497 0.31
H -2.2519 1.9235 0.2196 0.23
F 2.7433 3.7598 0.9495 -0.31
S -2.4487 -0.4327 -0.8598 1.27
C -3.5522 0.5846 2.3158 -0.49
H -0.6263 0.2395 3.2991 0.34
C 1.4713 0.3341 2.4126 -0.43
H -2.4912 1.0311 2.4964 0.00
H 2.2068 -0.2656 1.7269 0.14
C 0.8892 -1.7743 -0.4975 -1.03
H 3.5720 3.9367 -3.9382 0.31
H 1.8745 0.2159 3.5192 0.39
C 3.0847 0.9177 -4.5754 0.67
O 2.7746 -0.0125 -5.3008 -0.55
C 1.4341 1.9452 2.0975 -0.65
H -2.7469 -2.6650 1.2712 0.29
H 0.3203 2.3669 2.0538 0.20
H 1.9907 2.5508 2.9605 0.34
H 5.1388 2.2612 -3.2624 0.27
H 2.2125 3.1260 -3.1210 0.18
H 0.8310 -0.7160 -0.9908 0.09
H -4.0044 -1.4923 3.1134 0.41
C 3.1372 2.9658 -3.6855 -0.21
O 2.8363 2.2304 -4.8563 -0.33
H -4.1643 1.1271 1.4490 0.17
H -4.1770 0.8249 3.3051 0.31
H -4.5822 -1.2021 1.3530 0.24
O -0.2636 -3.3856 1.0252 -0.33
C -1.5503 -1.1218 0.6422 -0.39
```

The lowest unoccupied orbital energy is 0.32 eV. The value obtained for the total energy is -49741.364 eV. For the HOMO energy, the calculation gives -9.75 eV. As for the molecular weight: 409.42 g/mol. The HOMO-LUMO gap is 10.1 eV. Its structure (SMILES) is CCN[C@@](OCCCC(F)(F)F)([C@@H](C)OC)S(C)(=O)=O.O=C1OCCO1.



Here is a molecular structure, C14H26IIrN3O3P2S3 in a non-equilibrium geometry from the Open Molecules 2025 dataset. Energies are from ωB97M-V with the def2-TZVPD basis set.

Geometry as XYZ:
```
53
Properties=species:S:1:pos:R:3:mulliken_charge:R:1
H -2.3064 -3.5496 0.5913 0.50
C -1.0986 3.1031 0.7932 -1.36
H -1.8380 -0.8511 3.4092 0.35
H 4.6168 3.8856 -3.2940 0.30
H -3.9053 -1.1373 1.0781 0.59
H -2.4832 0.8448 -2.0000 0.37
Ir 0.2222 0.0979 0.5610 1.68
H 2.6620 2.9744 0.0290 0.00
H -1.3914 -2.9198 -0.7929 0.37
I 4.2961 -4.2181 -0.1768 0.17
C -1.7146 -1.7557 2.8185 -1.52
C 2.3031 -3.4054 -2.3179 -0.24
C 0.6342 -1.7314 -2.0163 -0.16
H 3.4104 5.1826 -3.3413 0.29
C 2.2427 2.6347 -1.9567 0.15
C 3.6701 4.2326 -2.8792 -0.48
H -0.7488 2.9796 1.8170 0.36
C 3.7126 4.3305 -1.3403 -0.53
H 2.3338 -1.9950 0.7633 0.42
H -2.8275 1.0027 2.0287 0.38
C 2.0554 -2.2142 -0.2614 -0.38
H -1.9933 3.7282 0.7691 0.46
H -1.3240 2.1597 -2.2208 0.38
O 1.6784 0.4780 4.3545 -0.55
S 1.1328 1.3502 -1.9285 -0.32
O -0.1621 0.7700 2.7192 -0.61
C -1.4132 -2.9988 0.2895 -1.41
S 1.2334 0.2268 3.0295 0.90
N 1.0264 -1.5209 -0.7571 0.19
N 2.8739 3.2042 -0.9328 0.26
H 4.7203 4.2189 -0.9462 0.33
C 2.7169 -3.1726 -1.0145 -0.49
S 2.2530 1.1425 1.4984 -0.55
H 2.3267 2.8926 -3.9864 0.21
O 1.2388 -1.1823 2.5870 -0.60
H -0.1941 -1.1346 -2.3739 0.56
H 3.2966 5.2711 -0.9784 0.29
N 2.6152 3.2434 -3.0905 -0.16
C -2.0976 1.7680 -1.5680 -1.31
H 2.8031 -4.1443 -2.9293 0.42
C 1.2408 -2.6712 -2.8237 -1.13
C -2.9649 0.8506 0.9555 -1.06
H -0.5354 -3.5501 0.6232 0.38
H 0.8890 -2.8212 -3.8342 0.45
H -0.8668 -2.3114 3.2092 0.40
C -3.0696 -0.6316 0.5945 -0.97
H -2.6181 -2.3673 2.8656 0.53
P -1.4658 -1.3678 1.0709 0.70
H -0.3113 3.5712 0.2026 0.24
P -1.4681 1.4799 0.1063 0.72
H -3.8439 1.4157 0.6431 0.61
H -3.1902 -0.7556 -0.4849 0.34
H -2.9149 2.4875 -1.4874 0.49
```

The lowest unoccupied orbital energy is -3.70 eV. As for the net charge: +1. For the energy above the lowest of the compared OMol25 structures with the same formula, charge and spin, the calculation gives 76.6 kcal per mole. The value obtained for the total energy is -87572.232 eV. For the HOMO energy, the calculation gives -10.43 eV. As for the molecular weight: 761.65 g/mol. The HOMO-LUMO gap is 6.7 eV.